1.
Molecular formula: C23H15Cl2MnN6O5Se
Method: DFT, ωB97M-V/def2-TZVPD

Summary:
Energy ... -6063.096646 Ha
Energy relative to the best compared isomer or geometry (same formula, charge and spin) ... 0.0 kJ/mol
HOMO-LUMO gap (alpha / beta) ... 6.5 / 6.1 eV
HOMO (alpha / beta) ... -0.1720 / -0.1561 Ha

ORCA input file:
```
! RIJCOSX wB97M-V def2-TZVPD def2/J DEFGRID3
* xyz -1 2
Mn -0.03362 0.32511 -0.15904
N 0.04420 -2.80617 2.71727
C 0.15889 -2.09319 1.58472
N -0.58552 -1.06176 1.29288
C -1.36921 -0.50523 2.26891
N -2.01144 0.60394 2.06879
N -1.61317 1.10400 0.83138
C -2.16813 2.17962 0.43334
C -1.67352 2.72342 -0.84587
C -2.23393 3.85447 -1.42401
C -1.73369 4.28668 -2.64321
C -0.70021 3.58089 -3.23484
C -0.19277 2.46616 -2.58043
N -0.66497 2.04549 -1.41297
C -1.47217 -1.17804 3.56944
C -2.23958 -0.67017 4.62012
C -2.26443 -1.31240 5.83715
C -1.50571 -2.47327 6.02541
C -0.73879 -2.98484 5.00407
C -0.72342 -2.33053 3.76973
H 0.76728 -3.47868 2.90594
H 0.82415 -2.48234 0.83103
H -2.93945 2.68876 1.00199
H -3.04189 4.37344 -0.92717
H -2.15153 5.16351 -3.12133
H -0.28314 3.87905 -4.18682
H 0.62204 1.88956 -3.00120
H -2.79362 0.24276 4.45142
H -2.85327 -0.91410 6.65237
H -1.51180 -2.97096 6.98698
H -0.13762 -3.87440 5.14640
Cl -2.33551 -2.20612 -3.89604
C -0.67625 -1.68625 -3.76684
C 0.18192 -1.91470 -4.84871
C 1.48749 -1.51793 -4.81373
Cl 2.52105 -1.80451 -6.19888
C 2.00639 -0.86226 -3.67062
C 3.33327 -0.39043 -3.52378
C 3.70515 0.23923 -2.37561
C 2.77279 0.41342 -1.32616
N 1.53706 -0.02298 -1.44274
C 1.13534 -0.65333 -2.58926
C -0.26154 -1.04548 -2.59720
O -0.99132 -0.79070 -1.58269
H -0.20716 -2.40845 -5.72915
H 4.03637 -0.53580 -4.33362
H 4.71426 0.60155 -2.23519
H 3.05001 0.86982 -0.37912
O 2.00947 1.42331 3.63362
Se 2.27594 0.68638 2.20900
O 2.08693 -0.95758 2.33743
O 1.11185 1.26806 1.14001
O 3.72657 1.02400 1.52682
*
```

---

2.
Molecular formula: C33H70BrN3O21P
Method: DFT, ωB97M-V/def2-TZVPD

Summary:
Energy ... -5959.020781 Ha
HOMO-LUMO gap ... 8.3 eV
HOMO ... -0.4287 Ha

ORCA input file:
```
! RIJCOSX wB97M-V def2-TZVPD def2/J DEFGRID3
* xyz 1 1
C -3.56531 -3.92642 -3.69305
C -4.51338 -3.03836 -4.51696
C -4.45258 -3.42005 -5.99278
C -4.14381 -1.56997 -4.24778
N -3.21751 -1.00021 -5.24586
C -2.83654 0.28264 -4.99179
N -3.71113 1.28520 -5.31056
C -3.89328 1.59350 -6.76769
C -4.98564 0.84274 -7.51975
C -6.18669 0.46906 -6.67433
Br -4.27403 -0.65122 -8.53918
N -1.69061 0.59117 -4.41252
C -0.67326 -0.31420 -3.87555
P -0.48623 -0.37342 -2.05033
O 0.86762 -0.85504 -1.82064
O -1.57696 -1.34950 -1.40321
O -0.77459 1.11455 -1.54656
H -3.88695 -3.96800 -2.65465
H -3.52404 -4.94299 -4.06482
H -2.55314 -3.51874 -3.71642
H -5.52261 -3.18882 -4.14446
H -4.52514 -4.50188 -6.06980
H -5.31461 -3.00900 -6.51299
H -3.52384 -3.13636 -6.47744
H -5.05606 -0.97642 -4.26588
H -3.74239 -1.49685 -3.23485
H -2.44378 -1.60946 -5.47967
H -3.36174 2.13748 -4.88630
H -4.20132 2.63678 -6.77349
H -2.94833 1.54081 -7.30243
H -5.33499 1.54399 -8.27117
H -6.73379 1.38119 -6.44169
H -5.90224 0.01153 -5.73230
H -6.82872 -0.22503 -7.20346
H -1.46061 1.57203 -4.34835
H 0.29473 0.08336 -4.17120
H -0.74181 -1.31178 -4.29134
H -2.38065 -0.89700 -1.12337
H -1.58048 1.20303 -1.02200
C -3.38416 -8.41101 -1.02840
C -4.39783 -7.41372 -0.51099
O -5.29317 -6.97870 -1.55038
C -6.28134 -7.82534 -1.84092
O -6.49463 -8.87837 -1.30647
O -6.99856 -7.29452 -2.83437
C -8.07841 -8.12252 -3.28282
H -2.85211 -8.00570 -1.89075
H -2.65872 -8.64846 -0.25113
H -3.87030 -9.33486 -1.33847
H -3.90018 -6.50803 -0.16837
H -4.97027 -7.81812 0.32234
H -8.70839 -8.42356 -2.44985
H -7.69194 -9.00305 -3.79276
H -8.65465 -7.52038 -3.97872
C -5.05814 4.21153 2.40372
C -5.49181 2.77299 2.23799
O -5.77556 2.45943 0.85474
C -4.72915 2.21916 0.09752
O -3.57015 2.19395 0.42785
O -5.15710 1.95752 -1.15353
C -4.08401 1.76657 -2.05137
H -5.79687 4.88446 1.96783
H -4.94845 4.44860 3.46070
H -4.10386 4.39389 1.91072
H -6.42582 2.58947 2.76280
H -4.74697 2.07963 2.62510
H -3.38014 1.03871 -1.65001
H -3.56916 2.71220 -2.23571
H -4.50040 1.37779 -2.97605
C 1.37860 1.04998 1.19407
C 0.62654 0.79593 2.48268
O 1.41210 1.12414 3.63437
C 1.46086 2.42339 3.93244
O 0.89002 3.30472 3.34394
O 2.23831 2.57219 4.99940
C 2.42436 3.92860 5.41808
H 2.33409 0.52578 1.19960
H 0.79853 0.70622 0.33795
H 1.58082 2.11328 1.06532
H 0.39857 -0.26389 2.58692
H -0.31392 1.34806 2.51324
H 1.47177 4.43465 5.55360
H 3.03065 4.46643 4.69136
H 2.95306 3.89166 6.36566
C 6.99480 2.48856 5.12591
C 6.23459 2.15418 6.39130
O 7.00088 2.45741 7.56460
C 7.00384 3.74080 7.92068
O 6.40285 4.62908 7.37066
O 7.77223 3.87062 8.99649
C 7.90075 5.21323 9.47511
H 7.96688 1.99474 5.12610
H 6.43325 2.16098 4.25084
H 7.16526 3.56160 5.04581
H 6.03732 1.08525 6.43906
H 5.27682 2.67131 6.43151
H 6.92500 5.66728 9.63252
H 8.48557 5.81000 8.77794
H 8.42733 5.16000 10.42242
C 13.38365 8.80664 9.87071
C 12.38084 9.79505 10.42424
O 11.42122 10.19020 9.43024
C 10.43433 9.32703 9.21467
O 10.26782 8.27842 9.78286
O 9.65214 9.82290 8.25625
C 8.57330 8.96608 7.87967
H 13.85479 9.20647 8.97229
H 14.15669 8.60052 10.61049
H 12.90019 7.86698 9.60660
H 12.87678 10.71710 10.71998
H 11.86514 9.39659 11.29687
H 7.99507 8.65991 8.74857
H 8.95509 8.08949 7.35801
H 7.93991 9.53718 7.20800
C 1.59676 -8.19344 -6.92957
C 1.12162 -6.82912 -6.48249
O -0.25837 -6.60705 -6.82833
C -1.14465 -7.17311 -6.01511
O -0.90256 -7.80128 -5.01937
O -2.36730 -6.90494 -6.48338
C -3.42212 -7.49870 -5.72373
H 1.40709 -8.33186 -7.99420
H 2.66566 -8.29776 -6.74697
H 1.07683 -8.98386 -6.39014
H 1.67168 -6.04510 -6.99918
H 1.26004 -6.68795 -5.41121
H -3.32959 -7.25208 -4.66770
H -3.42886 -8.57821 -5.86061
H -4.35617 -7.09021 -6.10068
*
```

---

3.
Molecular formula: C45H133Cl2N22O9P7
Method: DFT, ωB97M-V/def2-TZVPD

Summary:
Energy ... -6985.981402 Ha
SMILES ... CN(C)P(=O)(N(C)C)N(C)C.CN(C)P(=O)(N(C)C)N(C)C.CN(C)P(=O)(N(C)C)N(C)C.CN(C)P(=O)(N(C)C)N(C)C.CN(C)P(=O)(N(C)C)N(C)C.CN(C)P(=O)(N(C)C)N(C)C.CN(C)P(=O)(N(C)C)N(C)C.C[N+](=O)[O-].ClCCCl
HOMO-LUMO gap ... 8.3 eV
HOMO ... -0.2897 Ha

ORCA input file:
```
! RIJCOSX wB97M-V def2-TZVPD def2/J DEFGRID3
* xyz 0 1
O -1.58592 4.55532 -7.50320
P -2.01287 3.48982 -6.53128
N -1.25952 3.55390 -4.95310
C -0.77795 4.78286 -4.42040
C -0.67843 2.33007 -4.40590
N -1.79444 1.84732 -7.19482
C -0.77667 1.68635 -8.27551
C -2.72011 0.71893 -6.92143
N -3.63840 3.45396 -5.98601
C -4.12719 2.71516 -4.82657
C -4.73584 4.12736 -6.78290
H -1.62290 5.46377 -4.31787
H -0.10913 5.13855 -5.20415
H -0.41752 4.53182 -3.42283
H -0.72497 1.47735 -5.08325
H -1.30678 1.93926 -3.60555
H 0.35938 2.50817 -4.12427
H -1.23525 1.45637 -9.23723
H -0.00744 2.45770 -8.31291
H -0.13810 0.81263 -8.14534
H -3.73820 0.71489 -7.31074
H -2.25120 -0.18620 -7.30735
H -2.78851 0.46457 -5.86373
H -4.81994 3.42879 -4.38053
H -4.61800 1.80153 -5.16198
H -3.34176 2.42587 -4.12837
H -5.72690 3.79578 -6.47314
H -4.48025 3.82850 -7.79949
H -4.73641 5.19891 -6.58314
O -3.77545 2.13547 1.58070
P -4.16379 2.52852 2.93884
N -3.86787 4.16056 3.50651
C -3.89818 5.25576 2.51173
C -3.90654 4.56180 4.90421
N -3.35494 1.60160 4.13099
C -3.49645 0.16711 3.90780
C -1.93348 1.91358 4.41213
N -5.84367 2.26316 3.30806
C -6.34735 2.32515 4.63147
C -6.95687 2.43906 2.29739
H -4.94968 5.47320 2.32418
H -3.33667 5.01444 1.60919
H -3.51953 6.21281 2.87057
H -4.29393 5.55100 5.14814
H -2.85541 4.43666 5.16416
H -4.63277 4.01936 5.50957
H -4.53879 -0.14566 3.96957
H -3.10900 -0.20704 2.96018
H -2.90128 -0.34845 4.66151
H -1.59712 2.68322 3.71741
H -1.68858 2.01400 5.46950
H -1.40845 0.98531 4.18687
H -5.62366 1.98737 5.37328
H -6.52565 3.37132 4.88012
H -7.30549 1.81171 4.71181
H -7.32214 3.46130 2.19894
H -7.76322 1.85097 2.73563
H -6.74170 2.26396 1.24329
O -7.19381 -0.14982 -1.96894
P -6.33153 -1.36759 -2.00534
N -5.06934 -1.31981 -3.18248
C -5.43605 -1.68433 -4.55954
C -3.83713 -0.43551 -2.92303
N -7.30141 -2.77768 -2.27936
C -8.57531 -2.72476 -1.53737
C -6.72586 -4.06231 -2.63209
N -5.51310 -1.83064 -0.57968
C -4.53785 -2.87374 -0.46750
C -5.87017 -1.13883 0.66253
H -5.19768 -0.78960 -5.13461
H -6.48464 -1.92010 -4.74119
H -4.77485 -2.50653 -4.83323
H -2.99097 -0.78316 -3.51569
H -3.53389 -0.54678 -1.88199
H -4.09936 0.60384 -3.12070
H -8.45844 -2.33614 -0.52573
H -9.19610 -1.94350 -1.97598
H -9.27536 -3.56008 -1.52135
H -5.99656 -4.12413 -3.43980
H -6.29397 -4.56865 -1.76885
H -7.46824 -4.78680 -2.96688
H -4.88240 -3.54923 0.31551
H -4.43827 -3.44618 -1.38973
H -3.54936 -2.56668 -0.12590
H -5.36569 -1.59919 1.51204
H -6.92451 -1.12301 0.93860
H -5.66426 -0.06846 0.66145
O 2.63295 -0.67411 -3.94076
P 4.08596 -0.74148 -3.80033
N 4.70099 0.45890 -2.74497
C 3.70756 1.52439 -2.40323
C 5.99799 0.43127 -1.91935
N 4.95443 -0.51254 -5.25619
C 4.94907 0.73365 -6.03406
C 5.58066 -1.67677 -6.02518
N 4.70462 -2.14983 -3.11824
C 6.10155 -2.67903 -3.17997
C 3.84871 -2.91188 -2.22629
H 3.83909 1.62137 -1.32555
H 2.68041 1.28501 -2.67843
H 4.03634 2.39147 -2.97611
H 5.92034 -0.37403 -1.18890
H 6.13806 1.34116 -1.33575
H 6.90808 0.27176 -2.49763
H 4.44846 1.52118 -5.47079
H 5.96351 1.11450 -6.15224
H 4.50125 0.59631 -7.01829
H 5.52976 -1.40446 -7.07938
H 6.61574 -1.88811 -5.75676
H 4.99226 -2.58273 -5.87986
H 6.33540 -3.33483 -2.34132
H 6.26536 -3.30310 -4.05850
H 6.78464 -1.82963 -3.17633
H 3.44682 -2.29817 -1.42010
H 4.29418 -3.86379 -1.93729
H 2.91880 -3.13732 -2.74832
O 0.95721 -6.38175 1.84634
P 0.29242 -6.99225 0.64678
N -1.13260 -6.11075 0.31050
C -1.53945 -5.00890 1.20631
C -1.81855 -6.25603 -0.96012
N -0.20205 -8.65597 0.66417
C -0.21515 -9.47745 1.86553
C -0.48738 -9.42073 -0.56115
N 1.36539 -6.84173 -0.68468
C 1.55228 -5.55753 -1.34598
C 2.54224 -7.62869 -0.69573
H -2.43204 -4.60160 0.73147
H -0.78836 -4.33845 1.62402
H -1.82708 -5.40185 2.18149
H -1.51787 -5.49748 -1.68282
H -2.86728 -5.97164 -0.87415
H -1.60720 -7.17598 -1.50520
H -0.58285 -8.88512 2.70340
H -0.88120 -10.32785 1.71958
H 0.78403 -9.82761 2.12460
H 0.21901 -9.10020 -1.32690
H -0.22363 -10.46379 -0.38631
H -1.49102 -9.27542 -0.96077
H 2.30046 -4.93041 -0.86116
H 2.01327 -5.75055 -2.31466
H 0.62183 -5.02967 -1.55508
H 2.35969 -8.69969 -0.60766
H 3.13907 -7.27204 0.14373
H 3.03490 -7.60257 -1.66769
O 1.95998 3.14403 4.42055
P 2.24200 4.39320 5.15075
N 1.19334 5.67431 4.81524
C 1.17249 7.02128 5.51152
C 0.14435 5.45841 3.83218
N 3.82598 4.90731 4.84105
C 4.92481 3.99974 5.30089
C 4.14407 5.36464 3.49660
N 2.10043 4.20602 6.84740
C 2.54782 5.25246 7.81559
C 1.42793 3.04972 7.44390
H 0.54966 7.02817 6.40602
H 0.79528 7.84383 4.90390
H 2.20762 7.28448 5.72909
H -0.74481 6.05532 4.03515
H -0.19190 4.42513 3.74641
H 0.59628 5.79484 2.89909
H 5.93446 4.41034 5.29009
H 4.78720 3.67415 6.33198
H 4.90075 3.12324 4.65337
H 5.21530 5.54915 3.41600
H 3.79306 4.59174 2.81284
H 3.52071 6.22706 3.26052
H 3.62909 5.14589 7.90280
H 2.08970 6.18871 7.49675
H 2.14015 5.11772 8.81746
H 0.46348 3.05192 6.93602
H 1.07102 3.17178 8.46654
H 1.97926 2.11148 7.38197
O 7.57798 -1.65566 0.62734
P 6.83909 -1.73971 1.90890
N 7.91789 -2.19008 3.12731
C 9.25842 -1.56438 3.03526
C 7.63666 -2.87547 4.31622
N 5.62489 -2.95143 1.85494
C 6.04407 -4.32040 1.41874
C 4.20418 -2.74233 1.73080
N 6.11600 -0.27312 2.46394
C 6.63479 0.98692 1.90232
C 5.74121 -0.16583 3.88436
H 9.64090 -1.54999 2.01467
H 9.81648 -2.09326 3.80789
H 9.29457 -0.50004 3.26762
H 7.89881 -2.29711 5.20216
H 8.24605 -3.77716 4.37688
H 6.55954 -3.02580 4.24342
H 5.69545 -4.56643 0.41572
H 7.13076 -4.38414 1.47468
H 5.66439 -5.06106 2.12257
H 3.98089 -2.61473 0.67157
H 3.63131 -3.59075 2.10512
H 3.82391 -1.81440 2.15794
H 6.32660 1.04980 0.85869
H 6.17167 1.88897 2.30222
H 7.69246 0.87625 2.14148
H 5.27097 0.80308 4.05227
H 6.56365 -0.31564 4.58382
H 5.06810 -0.99685 4.09512
C -4.36961 4.49727 -1.43796
N -4.93794 5.80219 -2.07495
O -5.95579 5.81089 -2.78310
O -4.29091 6.80398 -1.86824
H -5.29271 3.92427 -1.35047
H -3.83075 4.84968 -0.55844
H -3.65864 4.09475 -2.15948
Cl -1.68729 1.75248 -0.83970
C -1.23063 0.16721 -0.15930
C -0.77435 0.45902 1.28632
Cl 0.06639 -0.93506 1.88659
H -0.43183 -0.21290 -0.79611
H -2.08772 -0.50174 -0.23687
H -1.75604 0.52190 1.75582
H -0.24951 1.38813 1.50858
*
```

---

4.
Molecular formula: C15H16N2O2
Method: DFT, ωB97M-V/def2-TZVPD

Summary:
Energy ... -841.178851 Ha
SMILES ... O=C(Nc1ccccc1N1CCCC1)c1ccco1
Energy relative to the best compared isomer or geometry (same formula, charge and spin) ... 110.0 kJ/mol
HOMO-LUMO gap ... 8.9 eV
HOMO ... -0.3028 Ha

ORCA input file:
```
! RIJCOSX wB97M-V def2-TZVPD def2/J DEFGRID3
* xyz 0 1
O 0.22208 3.38200 1.34821
C 0.60696 2.51706 0.58922
N 0.09263 1.25751 0.51261
C -0.94996 0.68295 1.23092
C -1.68285 1.33598 2.21414
C -2.70607 0.66738 2.86230
C -3.00745 -0.64470 2.54111
C -2.27859 -1.30066 1.56298
C -1.24942 -0.64992 0.90368
N -0.45248 -1.25213 -0.11851
C 0.34690 -2.40402 0.29482
H -0.17572 -3.02550 1.03449
H 1.26812 -2.04016 0.75977
C 0.61565 -3.20117 -0.99338
H 1.68095 -3.31115 -1.18702
H 0.18267 -4.19820 -0.91720
C -0.08310 -2.39863 -2.09795
H 0.61311 -1.69431 -2.55393
H -0.49715 -3.03255 -2.87897
C -1.15730 -1.63469 -1.33272
H -2.02469 -2.28398 -1.13476
H -1.50768 -0.74069 -1.85283
H -2.51409 -2.32533 1.31103
H -3.80907 -1.15951 3.04948
H -3.27340 1.17852 3.62541
H -1.44466 2.35756 2.45889
H 0.47792 0.59196 -0.15122
C 1.71040 2.73257 -0.37350
C 2.29595 1.92315 -1.32001
C 3.29969 2.69878 -1.93478
C 3.25312 3.91743 -1.32171
O 2.30439 3.94235 -0.38758
H 3.82930 4.81025 -1.46601
H 3.96095 2.39505 -2.72010
H 2.05288 0.90678 -1.55687
*
```